1.
Here is the ion C8H11O2S with charge -1 from the OMol25 dataset. Energies are from ωB97M-V/def2-TZVPD.

Geometry (Å):
C (-0.8029, 2.0224, -0.5054)
C (-0.3484, 2.0163, 0.8076)
C (-1.2123, 0.9579, -1.3866)
C (0.1763, 0.9275, 1.6254)
C (-1.0953, -0.3361, -0.9758)
C (0.8688, -0.2224, 1.1701)
C (-1.6197, -1.4104, -1.8050)
C (1.5034, -1.1771, 2.1553)
O (1.9648, -1.6483, -0.9354)
O (1.6376, 0.7784, -1.2390)
S (2.1541, -0.3368, -0.3579)
H (-0.7325, 2.9288, -1.1055)
H (-0.2711, 3.0344, 1.2923)
H (-1.3850, 1.2079, -2.4558)
H (0.1956, 1.1506, 2.6800)
H (-0.8950, -0.6097, -0.0108)
H (-2.6388, -1.2833, -1.9473)
H (-1.2443, -2.4438, -1.5563)
H (-1.3516, -1.2788, -2.9248)
H (2.3260, -1.8565, 1.7263)
H (0.6881, -1.7347, 2.7075)
H (2.0820, -0.6863, 3.0413)

Summary:
Highest occupied orbital energy (alpha / beta), eV: -3.33 / -3.33
Energy above the lowest of the compared OMol25 structures with the same formula, charge and spin, eV: 3.531
Max |F|, eV Å⁻¹: 4.3
Orbital gap (alpha / beta), eV: 6.96 / 6.96
Electronic energy, eV: -23401.657
Total charge: -1

=====

2.
Here is a structure of composition C44H111F4HgN9O24S4 from the OMol25 dataset. Energies are from ωB97M-V/def2-TZVPD.

Geometry (Å):
Hg (-2.1959, 1.5242, 2.1167)
N (-3.9336, 1.5162, 3.4565)
S (-4.6930, 2.5470, 4.2862)
O (-4.1803, 2.6309, 5.6247)
O (-6.0649, 2.9037, 4.0091)
F (-3.9255, 3.8127, 3.6974)
S (-5.0679, 0.2946, 3.8702)
O (-6.1940, 0.0807, 2.9942)
O (-5.2044, -0.0828, 5.2630)
F (-4.0985, -0.8882, 3.3316)
N (-0.5717, 0.2764, 1.4117)
S (-0.3706, -1.4344, 1.3377)
O (0.5431, -1.9624, 2.3517)
O (-0.5537, -2.1251, 0.0981)
F (-1.8230, -1.6388, 1.9816)
S (0.8625, 0.4805, 0.9153)
O (1.2394, 0.1338, -0.4250)
O (1.9211, 0.5413, 1.9025)
F (0.5296, 2.0844, 0.7383)
C (3.4930, 3.1226, 3.7818)
C (4.7625, 2.6561, 3.0940)
O (5.6684, 3.6815, 2.7427)
O (2.6028, 3.8524, 2.9124)
H (3.8406, 3.7641, 4.5916)
H (2.9057, 2.2475, 4.0597)
H (4.5310, 2.0422, 2.2236)
H (5.3222, 1.9675, 3.7270)
H (5.8873, 4.2132, 3.5114)
H (3.0101, 4.7087, 2.7623)
C (1.3743, 5.8667, -6.7519)
O (1.9134, 4.6678, -6.3533)
C (3.1099, 4.1352, -7.0065)
C (4.4077, 4.1693, -6.1046)
N (4.6179, 2.9735, -5.2396)
C (3.3518, 2.4766, -4.5697)
C (3.8054, 1.4565, -3.4793)
O (4.6802, 2.0598, -2.5720)
C (4.0343, 2.5849, -1.3787)
H (2.0897, 6.6855, -6.8281)
H (0.5071, 6.1415, -6.1515)
H (1.0453, 5.6800, -7.7741)
H (3.3739, 4.7926, -7.8349)
H (2.9714, 3.2091, -7.5644)
H (4.3922, 5.0328, -5.4396)
H (5.3078, 4.3027, -6.7047)
H (5.1769, 3.2160, -4.4341)
H (2.8731, 2.0393, -5.4459)
H (2.7123, 3.2579, -4.1588)
H (4.3792, 0.6036, -3.8417)
H (2.9649, 0.9500, -3.0049)
H (3.6509, 1.6940, -0.8814)
H (3.1984, 3.2539, -1.5830)
H (4.7051, 3.1128, -0.7009)
C (-1.1058, -7.9320, 5.2499)
O (-1.6182, -8.8746, 4.2589)
C (-2.7933, -8.4656, 3.5705)
C (-2.4349, -7.6866, 2.3178)
N (-1.9467, -6.3399, 2.5192)
C (-1.6862, -5.8012, 1.1843)
C (-0.3717, -6.1964, 0.5293)
O (0.7451, -6.1686, 1.3851)
C (1.2402, -4.8357, 1.5578)
H (-1.9331, -7.7722, 5.9414)
H (-0.8280, -6.9923, 4.7724)
H (-0.2381, -8.2712, 5.8158)
H (-3.5291, -7.9745, 4.2073)
H (-3.3196, -9.3642, 3.2489)
H (-3.3229, -7.6483, 1.6868)
H (-1.7221, -8.3152, 1.7841)
H (-0.9988, -6.5636, 2.7866)
H (-1.5026, -4.7311, 1.2807)
H (-2.4699, -6.0994, 0.4878)
H (-0.1789, -5.5649, -0.3380)
H (-0.4571, -7.2306, 0.1957)
H (1.2285, -4.1783, 0.6885)
H (2.2635, -4.8106, 1.9323)
H (0.5943, -4.3710, 2.3028)
C (-4.0013, 6.3930, -1.8847)
O (-3.4984, 5.2528, -1.2085)
C (-4.4451, 4.2310, -1.0206)
C (-3.9688, 3.4383, 0.1744)
N (-2.5663, 2.9317, 0.1608)
C (-2.2970, 2.1113, -1.0139)
C (-3.1801, 0.8657, -1.1256)
O (-3.3795, 0.1603, 0.1310)
C (-4.2761, -0.9088, 0.0313)
H (-3.2678, 7.1266, -2.2191)
H (-4.7967, 6.9484, -1.3877)
H (-4.4234, 6.0207, -2.8182)
H (-4.6852, 3.5463, -1.8340)
H (-5.4658, 4.5778, -0.8595)
H (-4.6335, 2.5756, 0.2204)
H (-4.1690, 3.8988, 1.1418)
H (-2.0891, 3.8145, 0.0464)
H (-1.2258, 1.9250, -0.9371)
H (-2.3763, 2.8032, -1.8524)
H (-2.6517, 0.1902, -1.7984)
H (-3.9866, 1.1879, -1.7843)
H (-4.0291, -1.6513, -0.7275)
H (-5.2486, -0.5632, -0.3192)
H (-4.3497, -1.4004, 1.0014)
C (2.7063, -2.5992, -3.8213)
O (1.2825, -2.4292, -4.1460)
C (0.4598, -2.5664, -2.9487)
C (-1.0037, -2.2527, -3.3648)
N (-1.7673, -3.4789, -3.6776)
C (-2.0531, -4.3038, -2.5283)
C (-3.0767, -5.4036, -2.9352)
O (-4.3489, -4.8709, -3.3394)
C (-5.1560, -4.6137, -2.2426)
H (3.0751, -3.6234, -3.8781)
H (3.0191, -2.1483, -2.8795)
H (3.3860, -2.1099, -4.5190)
H (0.7488, -1.8105, -2.2185)
H (0.5699, -3.5879, -2.5845)
H (-1.0098, -1.4963, -4.1496)
H (-1.5674, -1.6971, -2.6154)
H (-2.4024, -3.5420, -4.4604)
H (-2.4189, -3.7573, -1.6591)
H (-1.1074, -4.7398, -2.2062)
H (-3.1600, -6.0715, -2.0778)
H (-2.6952, -5.9454, -3.8007)
H (-5.4394, -3.5643, -2.1615)
H (-4.9257, -5.0360, -1.2645)
H (-6.1078, -5.0976, -2.4617)
C (0.7320, -4.7352, 7.0036)
O (1.6618, -4.1044, 6.1593)
C (1.1305, -2.8794, 5.6095)
C (2.3089, -2.0475, 4.9413)
N (3.1223, -1.3301, 5.8911)
C (4.2921, -0.7362, 5.2139)
C (5.2405, 0.0811, 6.0604)
O (4.6629, 1.2941, 6.5590)
C (5.6199, 1.9612, 7.3208)
H (0.6660, -4.0787, 7.8712)
H (1.1389, -5.6662, 7.3984)
H (-0.2246, -4.9927, 6.5491)
H (0.6289, -2.2796, 6.3689)
H (0.3920, -3.1379, 4.8505)
H (1.8600, -1.2324, 4.3736)
H (2.8356, -2.7143, 4.2587)
H (2.5290, -0.6179, 6.2921)
H (3.9855, -0.1543, 4.3447)
H (4.9199, -1.4753, 4.7160)
H (6.0733, 0.3322, 5.4036)
H (5.5386, -0.5447, 6.9016)
H (5.0485, 2.7460, 7.8166)
H (6.2989, 2.5432, 6.6976)
H (6.1561, 1.4077, 8.0917)
C (2.5482, -0.2031, -8.1248)
O (1.3821, 0.2213, -8.8187)
C (0.2283, -0.5857, -8.5946)
C (-0.2928, -0.6620, -7.1446)
N (-1.0130, 0.5552, -6.7485)
C (-0.0269, 1.5954, -6.3650)
C (-0.4931, 2.3827, -5.1520)
O (-0.9013, 1.6195, -4.0522)
C (0.1464, 1.0597, -3.2638)
H (2.6829, -1.2833, -8.0692)
H (2.5714, 0.1587, -7.0969)
H (3.4822, 0.1715, -8.5434)
H (0.4197, -1.6316, -8.8347)
H (-0.6341, -0.2520, -9.1717)
H (0.5259, -0.9452, -6.4830)
H (-1.0039, -1.4813, -7.2499)
H (-1.5590, 0.3681, -5.9196)
H (0.2800, 2.2656, -7.1679)
H (0.9094, 1.1026, -6.1033)
H (-1.3514, 2.9492, -5.5132)
H (0.1682, 3.1918, -4.8418)
H (0.8577, 0.6121, -3.9579)
H (-0.2213, 0.3287, -2.5436)
H (0.7190, 1.7826, -2.6828)
C (-0.1523, 4.9675, -0.8641)
O (-0.8206, 4.7389, 0.3468)
C (-0.2857, 5.2461, 1.5703)
C (-1.0045, 4.7015, 2.7850)
N (-0.6951, 3.2709, 3.1028)
C (-0.7975, 3.0241, 4.5306)
C (-0.4464, 1.6112, 4.9157)
O (-1.4351, 0.6379, 4.3472)
C (-1.6936, -0.4800, 5.2343)
H (-0.0248, 6.0381, -1.0244)
H (-0.7204, 4.6166, -1.7257)
H (0.8069, 4.4512, -0.9018)
H (-0.4075, 6.3277, 1.6293)
H (0.7772, 5.0078, 1.6118)
H (-2.0788, 4.8200, 2.6436)
H (-0.7247, 5.3112, 3.6440)
H (0.2787, 3.2183, 2.8401)
H (-1.7786, 3.3530, 4.8731)
H (-0.1224, 3.7320, 5.0116)
H (-0.4732, 1.5760, 6.0048)
H (0.5846, 1.3477, 4.6796)
H (-2.2432, -1.2815, 4.7405)
H (-2.3401, -0.1749, 6.0571)
H (-0.7426, -0.8757, 5.5907)

Summary:
Highest occupied orbital energy, eV: -8.29
Energy above the lowest of the compared OMol25 structures with the same formula, charge and spin, eV: 6.527
Max |F|, eV Å⁻¹: 9.3
Orbital gap, eV: 6.75
Electronic energy, eV: -168347.102

=====

3.
Here is an isolated molecule of C4H9NO from the OMol25 dataset. Energies are from ωB97M-V/def2-TZVPD.

Geometry (Å):
C (-0.7378, -1.3212, 0.3989)
C (-0.3952, 0.0762, 0.0882)
C (-1.3520, 1.1598, 0.3594)
C (0.9361, 0.4876, -0.4302)
O (1.3896, 1.5258, 0.2100)
N (1.8248, -0.6825, -0.6012)
H (-1.6663, -1.4383, 0.9634)
H (0.1161, -1.7967, 0.8970)
H (-0.8154, -1.8603, -0.5546)
H (0.5342, 0.6619, -1.5098)
H (-1.0514, 2.0791, -0.1482)
H (-2.3899, 0.8687, 0.1663)
H (-1.2644, 1.3702, 1.4365)
H (2.3803, -0.5402, -1.4408)
H (2.4914, -0.5902, 0.1651)

Summary:
Highest occupied orbital energy (alpha / beta), eV: -7.96 / -7.96
Energy above the lowest of the compared OMol25 structures with the same formula, charge and spin, eV: 4.052
Max |F|, eV Å⁻¹: 0.5
Orbital gap (alpha / beta), eV: 6.99 / 6.99
Electronic energy, eV: -7828.268

=====

4.
Here is a cluster of 2 separate species, C4H10NO in total from the OMol25 dataset. Energies are from ωB97M-V/def2-TZVPD.

Geometry (Å):
C (-0.3893, 0.7698, 1.4511)
C (0.1495, -0.5322, 0.7314)
C (-0.9999, -1.2020, -0.1712)
C (-1.3423, -0.0280, -1.0660)
O (-2.5403, 0.0846, -1.2710)
N (2.2864, 0.7613, -0.9708)
H (-0.6476, 0.2990, 2.3943)
H (-1.4158, 1.0500, 0.9891)
H (0.2658, 1.7219, 1.5916)
H (0.6840, -1.1064, 1.4455)
H (-1.8991, -1.4648, 0.4682)
H (-0.5919, -2.2321, -0.6043)
H (-0.5121, 0.3816, -1.8362)
H (3.2805, 0.5901, -0.7142)
H (2.1482, 0.6309, -1.9417)
H (1.5239, 0.2762, -0.4960)

Summary:
Highest occupied orbital energy, eV: -14.64
Energy above the lowest of the compared OMol25 structures with the same formula, charge and spin, eV: 6.099
Max |F|, eV Å⁻¹: 6.4
Orbital gap, eV: 6.37
Electronic energy, eV: -7835.218
Total charge: +1